Entry 1:
Here is a gas-phase ion, C3H6N3O2Si (charge +1) at a distorted geometry from the OMol25 dataset. Energies are from ωB97M-V with the def2-TZVPD basis set.

## Properties
Kohn-Sham gap   10.223 eV
Energy above the lowest of the compared OMol25 structures with the same formula, charge and spin   20.5 kcal per mole

The geometry in ORCA input format:
```
! wB97M-V def2-TZVPD RIJCOSX def2/J DEFGRID3
* xyz 1 1
C -1.224 -1.134 1.166
N -1.129 -1.110 -0.085
N -0.098 -1.518 -0.805
C 1.070 -1.017 -0.961
O 1.613 0.013 -0.430
Si 1.529 1.526 0.400
N -0.095 1.866 -0.076
C -1.016 1.628 -0.782
O -1.985 1.434 -1.338
H -2.251 -1.024 1.752
H -0.379 -1.625 1.675
H -2.015 -0.971 -0.548
H 1.577 -1.503 -1.786
H 2.782 2.123 -0.195
H 1.622 1.311 2.013
*
```

Here are the Mulliken charges for atoms 1 to 5, given in e: atom 1 (C): -0.198, atom 2 (N): 0.330, atom 3 (N): -0.683, atom 4 (C): 0.184, atom 5 (O): -0.311

Entry 2:
Here is a single C22H29ClO6 molecule from the OMol25 dataset. Energies are from ωB97M-V with the def2-TZVPD basis set.

## Properties
Kohn-Sham gap   9.649 eV

The geometry in ORCA input format:
```
! wB97M-V def2-TZVPD RIJCOSX def2/J DEFGRID3
* xyz 0 1
O -4.535 -1.699 0.459
C -3.786 -1.199 1.255
O -2.533 -1.624 1.434
C -4.144 -0.068 2.191
C -4.907 1.034 1.455
C -3.985 1.847 0.537
C -3.397 0.977 -0.532
C -2.128 0.622 -0.681
C -0.957 1.037 0.155
C 0.180 1.566 -0.723
C 1.353 2.146 0.102
C 2.533 1.237 0.093
C 3.138 0.773 1.173
C 4.307 -0.169 1.135
O 5.417 0.303 1.862
C 3.868 -1.555 1.687
O 2.510 -1.859 1.457
C 2.071 -2.157 0.210
C 2.861 -2.256 -0.930
C 2.280 -2.577 -2.145
C 0.923 -2.814 -2.252
C 0.146 -2.731 -1.106
Cl -1.552 -3.071 -1.218
C 0.698 -2.401 0.114
C 1.689 3.525 -0.543
O 1.173 4.585 0.213
C 1.046 3.459 -1.932
C -0.257 2.706 -1.671
O -1.168 3.606 -1.071
H -2.318 -2.317 0.776
H -3.233 0.314 2.650
H -4.781 -0.489 2.973
H -5.369 1.705 2.183
H -5.697 0.571 0.862
H -4.578 2.637 0.068
H -3.210 2.319 1.143
H -4.130 0.579 -1.222
H -1.870 -0.043 -1.496
H -0.587 0.168 0.706
H -1.240 1.797 0.884
H 0.551 0.745 -1.346
H 1.045 2.328 1.135
H 2.896 0.959 -0.889
H 2.788 1.038 2.162
H 4.669 -0.263 0.107
H 5.118 0.606 2.728
H 4.525 -2.345 1.305
H 3.955 -1.535 2.778
H 3.925 -2.095 -0.884
H 2.901 -2.647 -3.025
H 0.476 -3.067 -3.200
H 0.099 -2.336 1.008
H 2.769 3.687 -0.586
H 0.213 4.579 0.077
H 1.671 2.897 -2.624
H 0.863 4.455 -2.331
H -0.695 2.305 -2.596
H -1.989 3.132 -0.896
*
```

Here are the Mulliken charges for atoms 1 to 5, given in e: atom 1 (O): -0.613, atom 2 (C): 0.463, atom 3 (O): -0.366, atom 4 (C): -0.375, atom 5 (C): -0.977